[1]
15
Properties=species:S:1:pos:R:3:forces:R:3:nbo_charge:R:1 method="wB97M-V/def2-TZVPD" relative_energy_kcal_mol=24.10 mol_weight_g_mol=87.12 s2=0.75 homo_energy_ha="0.0250 / -0.1046" max_force_ev_per_a=2.02 charge=-1 spin_multiplicity=2
C 1.18455 2.40631 -2.97147 -0.3 -0.2 0.0 -0.437
C 0.48857 0.60662 -1.68938 0.8 -0.8 -0.4 -0.043
N 0.21857 1.75862 -2.10712 -0.2 0.3 0.5 -0.416
H 0.64366 2.95936 -3.73524 0.1 0.1 -0.2 0.192
H 1.90235 1.71860 -3.42954 0.0 -0.1 -0.1 0.164
H 1.73768 3.11287 -2.36201 0.1 0.3 0.0 0.198
H -0.07806 0.04170 -0.95870 -0.4 0.2 0.1 0.212
H 1.37388 0.06446 -2.07444 0.0 0.1 0.2 0.116
O -0.08343 -2.46298 1.33144 -0.1 0.1 -0.2 -0.828
C -1.00902 -2.49913 2.23338 0.0 -0.4 0.6 0.011
C -1.15300 -1.37441 3.21917 0.1 1.1 -1.7 -0.702
H -1.69733 -3.36083 2.34729 0.1 0.1 -0.1 0.049
H -0.16750 -0.97107 3.50695 0.0 -0.5 0.6 0.174
H -1.84827 -1.54664 4.03939 0.1 -0.1 0.2 0.177
H -1.51264 -0.45348 2.65029 -0.2 -0.4 0.4 0.133

[2]
15
Properties=species:S:1:pos:R:3:forces:R:3:nbo_charge:R:1 method="wB97M-V/def2-TZVPD" smiles="CCCNC=O" relative_energy_kcal_mol=15.33 mol_weight_g_mol=87.12 homo_energy_ha=-0.3607 max_force_ev_per_a=0.86 spin_multiplicity=1
C 1.21600 -0.69647 0.91343 0.1 -0.1 -0.3 0.531
N 0.74409 -0.72825 -0.37541 -0.1 0.1 0.8 -0.620
C 0.22865 0.48524 -1.00595 -0.3 -0.4 -0.4 -0.229
C -1.29004 0.44092 -1.11803 -0.1 -0.7 -0.3 -0.404
C -2.07501 0.25816 0.19634 0.2 0.3 -0.5 -0.627
O 1.44236 0.29803 1.55711 0.1 0.2 0.1 -0.604
H 1.42688 -1.70739 1.30777 -0.1 0.0 0.0 0.107
H 0.25293 -1.58977 -0.56873 0.1 0.0 -0.4 0.383
H 0.61573 0.51245 -2.03073 0.2 0.3 0.2 0.195
H 0.57204 1.34415 -0.44160 0.2 0.0 0.1 0.229
H -1.48621 -0.41269 -1.79099 -0.2 0.2 0.2 0.186
H -1.64223 1.30038 -1.68057 0.1 0.3 0.1 0.211
H -2.96018 0.88704 0.16337 -0.2 -0.1 0.1 0.216
H -2.39630 -0.77662 0.30650 0.1 0.0 0.3 0.206
H -1.49205 0.57689 1.05759 0.1 -0.1 0.1 0.221

[3]
15
Properties=species:S:1:pos:R:3:forces:R:3:nbo_charge:R:1 method="wB97M-V/def2-TZVPD" smiles=N[C@H]1C[C@H](O)C1 relative_energy_kcal_mol=49.62 mol_weight_g_mol=87.12 homo_energy_ha=-0.3396 max_force_ev_per_a=3.34 spin_multiplicity=1
C -0.68378 0.24735 0.74724 1.5 0.8 1.0 -0.046
C -0.54416 0.64365 -0.73213 -0.6 -0.5 -0.9 -0.435
C 0.80842 -0.10544 -0.79572 -0.9 0.4 0.1 0.106
C 0.87625 0.03176 0.75520 1.6 1.1 -0.2 -0.434
H -1.13337 -1.50804 1.84625 0.2 1.0 -1.1 0.365
H -2.34765 -0.82206 1.01536 0.4 -0.4 -0.3 0.355
H -1.04011 1.10699 1.38940 0.3 -1.0 -0.4 0.170
H -0.41611 1.70451 -0.88197 0.2 0.4 0.3 0.212
H -1.34559 0.33912 -1.43431 0.3 -0.1 0.4 0.202
H 0.57838 -1.12688 -1.04680 0.1 -0.6 0.0 0.168
H 1.87762 -0.12838 -2.52501 -0.3 1.6 2.9 0.477
H 1.46457 -0.74802 1.29192 -1.1 0.1 -0.1 0.212
H 1.41279 0.97765 1.05404 -0.7 -0.6 -0.5 0.213
N -1.34049 -1.01622 0.94482 -1.5 -0.8 1.0 -0.843
O 1.83324 0.40401 -1.62829 0.3 -1.4 -2.2 -0.722

[4]
15
Properties=species:S:1:pos:R:3:forces:R:3:nbo_charge:R:1 method="wB97M-V/def2-TZVPD" smiles="C=C[C@H]1CN1.O" relative_energy_kcal_mol=55.96 mol_weight_g_mol=87.12 homo_energy_ha=-0.3649 max_force_ev_per_a=0.29 spin_multiplicity=1
C -1.79735 -0.04476 -0.55317 0.1 0.0 -0.1 -0.397
C -0.66949 0.24506 -1.19501 -0.2 0.0 0.1 -0.196
O -0.77593 0.51121 2.43617 0.0 0.0 -0.1 -0.968
C 0.65183 -0.38307 -0.90671 -0.1 0.0 -0.2 -0.125
C 1.70142 0.29069 -0.10460 0.2 0.2 0.0 -0.248
N 0.92542 -0.81397 0.46024 0.0 -0.3 0.1 -0.620
H -1.33448 0.94599 1.78202 0.1 0.0 0.1 0.461
H -2.73688 0.43048 -0.82291 0.2 -0.1 0.0 0.205
H -1.81639 -0.75986 0.26569 0.0 0.1 -0.1 0.212
H -0.67485 0.96631 -2.01221 0.0 -0.1 0.1 0.205
H -0.19453 -0.05073 1.89138 0.0 0.0 0.0 0.490
H 1.02013 -1.03066 -1.70410 0.0 0.1 0.1 0.205
H 1.49773 1.25735 0.34963 0.0 -0.1 -0.1 0.211
H 2.74148 0.11153 -0.36986 -0.2 0.0 0.1 0.198
H 1.46188 -1.67557 0.48344 -0.1 0.1 0.0 0.368

[5]
15
Properties=species:S:1:pos:R:3:forces:R:3:nbo_charge:R:1 method="wB97M-V/def2-TZVPD" smiles="CCC(=O)NC" relative_energy_kcal_mol=52.59 mol_weight_g_mol=87.12 homo_energy_ha=-0.3443 max_force_ev_per_a=5.07 spin_multiplicity=1
C -0.99319 0.79369 0.36837 1.3 -0.5 2.1 -0.487
C -2.30893 0.67447 -0.41471 -0.6 1.2 -0.8 -0.610
C 0.17276 -0.29728 0.32451 -1.9 -3.9 -2.0 0.675
N 1.57006 -0.06861 0.52922 -4.7 1.9 0.1 -0.693
C 2.37072 -0.94893 -0.27194 1.6 -2.4 -1.2 -0.423
O -0.18937 -1.46340 -0.00571 0.9 3.1 0.6 -0.617
H -0.49691 1.74205 0.19112 -0.2 0.3 -0.3 0.215
H -1.25260 0.82091 1.45638 0.1 0.1 -0.6 0.221
H -3.05603 -0.07047 -0.22145 0.5 -1.2 0.8 0.228
H -2.19329 0.60805 -1.50189 0.4 0.2 0.2 0.216
H -2.96802 1.57165 -0.21084 1.2 -0.4 -0.2 0.213
H 1.55460 0.49260 1.41460 2.0 -0.9 -1.4 0.424
H 2.44903 -1.98450 0.12039 0.1 0.6 0.4 0.197
H 1.92348 -1.25518 -1.31020 0.3 1.5 1.9 0.233
H 3.41770 -0.61504 -0.46784 -0.9 0.2 0.4 0.208

[6]
15
Properties=species:S:1:pos:R:3:forces:R:3:nbo_charge:R:1 method="wB97M-V/def2-TZVPD" relative_energy_kcal_mol=119.82 mol_weight_g_mol=87.12 homo_energy_ha=-0.3567 max_force_ev_per_a=17.77 spin_multiplicity=1
C -1.70184 0.12232 -0.43882 2.0 5.8 0.0 -0.636
C -0.86808 -0.67574 0.43701 -4.0 -2.3 4.5 -0.192
C 1.54710 -0.33810 -0.06012 -1.5 1.1 -1.0 0.699
C 1.32745 1.19890 0.12149 12.6 -6.9 -9.4 -0.655
H -1.79423 -0.31318 -1.30379 0.5 -2.7 -5.3 0.210
H -2.70472 0.21037 -0.32609 -3.2 0.2 2.2 0.227
H -1.44107 1.24950 -0.76539 0.2 -2.3 1.2 0.188
H -1.64064 -1.77191 0.49813 2.6 3.1 0.3 0.202
H -0.90602 -0.15953 1.55205 0.5 -1.6 -2.4 0.184
H 0.70357 -2.20730 -0.00156 -1.6 4.1 -0.2 0.416
H 0.94690 1.41457 0.84298 -9.6 4.2 14.4 0.170
H 1.14273 1.72178 -0.71136 -0.8 1.7 -3.0 0.227
H 2.39379 1.45507 0.54302 -1.3 0.0 -1.5 0.223
N 0.37053 -1.08299 -0.05714 4.0 -4.4 0.0 -0.665
O 2.62455 -0.82377 -0.33041 -0.4 0.0 0.4 -0.599

[7]
15
Properties=species:S:1:pos:R:3:forces:R:3:nbo_charge:R:1 method="wB97M-V/def2-TZVPD" smiles="C=C/C=C/N.O" relative_energy_kcal_mol=51.37 mol_weight_g_mol=87.12 homo_energy_ha=-0.2868 max_force_ev_per_a=2.00 spin_multiplicity=1
N 1.25483 -1.76222 0.14345 -0.1 -0.4 0.6 -0.800
C 0.62403 -0.79202 0.90817 -0.6 1.7 -0.8 0.032
C 0.40565 0.49614 0.55244 0.7 -0.1 0.9 -0.327
C 0.03413 1.46634 1.60539 -0.4 -1.2 -0.9 -0.179
C 0.01212 2.78248 1.41474 -0.3 -0.9 0.1 -0.443
H 1.85131 -2.31518 0.74431 -0.1 -0.3 -0.3 0.374
H 1.78645 -1.39963 -0.63030 0.0 0.2 -0.1 0.375
H 0.15098 -1.06750 1.84213 0.5 -0.6 0.2 0.187
H 0.74916 0.91190 -0.38987 0.1 -0.2 -0.1 0.191
H -0.21143 0.92466 2.51719 -0.1 0.7 0.3 0.188
H -0.33378 3.43785 2.19836 0.2 0.4 -0.2 0.207
H 0.25621 3.07317 0.39964 -0.1 0.7 0.2 0.193
H -2.24808 -1.62192 -4.49106 -0.2 0.6 -0.6 0.466
H -2.31615 -1.88075 -2.98753 0.1 -0.1 -0.3 0.471
O -2.01545 -2.25331 -3.82706 0.2 -0.6 0.8 -0.938

[8]
15
Properties=species:S:1:pos:R:3:forces:R:3:nbo_charge:R:1 method="wB97M-V/def2-TZVPD" smiles="C=CO.C=NC" relative_energy_kcal_mol=75.04 mol_weight_g_mol=87.12 homo_energy_ha=-0.3427 max_force_ev_per_a=1.23 spin_multiplicity=1
C -0.65378 -2.35528 0.91715 0.0 -0.4 -0.3 -0.444
C -1.25284 -0.85303 -0.71258 0.8 -0.3 -0.5 -0.058
N -0.28484 -1.34768 -0.07136 -0.5 0.2 0.8 -0.389
H 0.09563 -3.14535 0.96400 0.1 0.1 0.0 0.201
H -0.72128 -1.88946 1.90078 0.2 0.1 0.0 0.203
H -1.62739 -2.81771 0.70599 0.0 0.0 0.0 0.167
H -1.03862 -0.01452 -1.36806 -0.2 0.0 -0.1 0.185
H -2.24361 -1.31285 -0.70616 -0.3 0.3 0.2 0.136
C 1.82227 1.34540 -0.16497 0.2 0.7 0.4 -0.439
C 0.90054 2.14047 -0.68863 0.5 0.8 0.8 0.110
O -0.39661 2.30074 -0.24915 -0.1 0.0 0.1 -0.727
H 1.79086 0.92700 0.83438 -0.5 -0.7 -0.4 0.207
H 2.78759 1.36069 -0.64555 0.2 0.0 0.0 0.202
H 1.23463 2.94847 -1.33658 -0.4 -0.6 -0.9 0.166
H -0.41256 2.71308 0.62075 0.0 -0.1 0.0 0.482

[9]
15
Properties=species:S:1:pos:R:3:forces:R:3:nbo_charge:R:1 method="wB97M-V/def2-TZVPD" relative_energy_kcal_mol=90.89 mol_weight_g_mol=87.12 homo_energy_ha="-0.3107 / -0.3107" max_force_ev_per_a=0.37 spin_multiplicity=1
C 2.41398 0.18659 1.64808 0.0 0.0 0.0 -0.868
C 0.75432 -0.09728 -1.28220 -0.1 0.0 0.1 -0.096
N -0.19421 -0.02138 -0.45012 0.0 0.0 0.1 -0.427
C -0.85476 0.07076 0.63166 0.1 0.0 -0.4 0.371
O -2.17937 0.00061 0.63002 0.1 0.0 0.1 -0.491
C -2.86230 -0.19518 -0.60946 -0.1 0.0 -0.2 -0.274
H 2.71957 0.18300 2.69718 0.0 0.0 -0.2 0.212
H 2.83675 -0.68682 1.14398 0.0 0.1 0.1 0.202
H 2.78156 1.09660 1.16641 0.0 -0.1 0.1 0.204
H 1.21194 -1.05843 -1.51714 -0.1 0.1 0.0 0.182
H 1.13647 0.79859 -1.77115 -0.1 -0.1 0.1 0.182
H 1.32263 0.15722 1.59288 0.2 0.0 0.1 0.233
H -3.92565 -0.21420 -0.36968 0.1 0.0 -0.1 0.201
H -2.56063 -1.14459 -1.06390 0.0 0.1 0.0 0.184
H -2.64496 0.62735 -1.29893 0.0 -0.1 0.1 0.184

[10]
15
Properties=species:S:1:pos:R:3:forces:R:3:nbo_charge:R:1 method="wB97M-V/def2-TZVPD" smiles="CN(C)CC=O" relative_energy_kcal_mol=51.64 mol_weight_g_mol=87.12 homo_energy_ha=-0.2962 max_force_ev_per_a=1.10 spin_multiplicity=1
C 0.11128 -0.33739 1.40856 -0.9 0.2 -0.2 -0.401
N 0.40972 -0.00759 0.04527 0.3 -0.5 -0.4 -0.457
C 1.71957 0.42301 -0.35415 -0.3 0.3 0.0 -0.388
C -0.59350 0.08677 -0.98832 -0.2 0.2 0.8 -0.302
C -1.97305 -0.22738 -0.42719 0.1 -0.2 -0.3 0.443
O -2.68033 0.57209 0.11916 0.0 0.1 0.0 -0.501
H -0.49413 0.42009 1.91575 -0.1 0.1 0.1 0.184
H -0.39830 -1.29752 1.52356 -0.2 -0.1 -0.2 0.182
H 1.01377 -0.44697 1.95340 1.0 0.0 0.5 0.205
H 1.95579 0.03768 -1.34737 0.1 -0.2 -0.1 0.185
H 2.46748 0.06059 0.34782 0.1 0.1 0.0 0.201
H 1.78726 1.51952 -0.44682 0.2 0.0 0.2 0.168
H -0.38298 -0.63105 -1.78489 0.0 0.0 -0.3 0.182
H -0.63657 1.10441 -1.39586 0.0 0.0 -0.1 0.195
H -2.30603 -1.27624 -0.56891 -0.1 0.0 0.1 0.103

[11]
15
Properties=species:S:1:pos:R:3:forces:R:3:nbo_charge:R:1 method="wB97M-V/def2-TZVPD" smiles="CC/N=C/OC" relative_energy_kcal_mol=35.59 mol_weight_g_mol=87.12 homo_energy_ha=-0.3558 max_force_ev_per_a=0.45 spin_multiplicity=1
C 2.16542 0.84247 0.59351 0.0 0.0 0.0 -0.621
C 1.43838 -0.09316 -0.38854 0.2 -0.1 -0.1 -0.233
N -0.00777 0.02403 -0.28339 -0.2 -0.4 0.1 -0.507
C -0.63608 -1.03817 -0.01788 0.2 0.2 -0.1 0.407
O -1.96864 -1.12915 0.07453 0.1 -0.1 0.0 -0.497
C -2.69097 0.06379 -0.20689 -0.2 0.2 0.0 -0.262
H 1.44610 1.30339 1.27507 0.1 -0.1 -0.1 0.220
H 2.89755 0.29789 1.19691 -0.1 0.1 -0.1 0.208
H 2.69567 1.64668 0.07610 -0.1 -0.1 0.1 0.209
H 1.76833 -1.13436 -0.23287 -0.1 0.2 0.0 0.162
H 1.71174 0.16657 -1.41730 0.0 0.0 0.1 0.194
H -0.17997 -2.01924 0.15953 0.0 0.1 0.0 0.145
H -3.74189 -0.22742 -0.23781 0.2 0.1 0.0 0.192
H -2.37492 0.48541 -1.16539 -0.1 -0.1 0.1 0.195
H -2.52295 0.81127 0.57442 0.0 -0.1 -0.1 0.188

[12]
15
Properties=species:S:1:pos:R:3:forces:R:3:nbo_charge:R:1 method="wB97M-V/def2-TZVPD" smiles="CC(C)C(N)=O" relative_energy_kcal_mol=24.59 mol_weight_g_mol=87.12 homo_energy_ha=-0.3543 max_force_ev_per_a=2.06 spin_multiplicity=1
N -1.51501 -1.18876 0.78801 1.5 -1.1 0.4 -0.895
C -0.52393 -0.22819 1.05136 -1.2 1.6 0.2 0.701
C 0.20138 0.44492 -0.11627 -0.4 -0.2 1.1 -0.322
C 1.73215 0.42312 0.14437 -0.2 1.1 0.2 -0.607
C -0.36559 0.07302 -1.46175 0.9 -0.9 -1.2 -0.624
O -0.40380 0.22938 2.17285 0.8 -0.9 -0.2 -0.582
H -2.37636 -0.87041 0.38950 -0.2 0.0 -0.2 0.398
H -1.58009 -1.73172 1.64254 -0.9 0.2 -0.1 0.392
H -0.04313 1.47355 0.15420 0.0 0.2 -0.5 0.229
H 1.81201 0.63868 1.20986 0.2 -0.2 0.1 0.236
H 2.39974 -0.41026 -0.07427 -0.6 -0.3 -0.3 0.215
H 2.13346 1.33162 -0.31794 0.2 -0.3 -0.2 0.208
H 0.27947 0.49216 -2.24339 -0.1 -0.1 0.0 0.216
H -1.38179 0.33871 -1.74145 -0.2 0.6 0.6 0.214
H -0.36852 -1.01582 -1.59759 0.3 0.1 0.1 0.222

[13]
15
Properties=species:S:1:pos:R:3:forces:R:3:nbo_charge:R:1 method="wB97M-V/def2-TZVPD" smiles=C[C@H]1N[C@H]1CO relative_energy_kcal_mol=56.73 mol_weight_g_mol=87.12 homo_energy_ha=-0.3582 max_force_ev_per_a=1.04 spin_multiplicity=1
C 1.19683 -0.14293 -0.92241 -0.1 -0.6 -0.8 -0.656
C -0.16320 -0.80597 -0.75410 0.2 0.1 -0.2 -0.075
N -0.48904 -1.27361 0.59916 0.0 -0.2 0.2 -0.633
C -1.08435 -0.02560 0.11479 0.0 0.3 0.0 -0.120
C -0.37476 1.21874 0.67907 -0.8 0.4 -0.3 -0.084
O 0.59563 0.85734 1.61172 0.3 -0.1 0.8 -0.734
H 1.10916 0.60703 -1.71904 0.2 -0.3 0.0 0.209
H 1.45523 0.36418 -0.01120 0.4 0.0 0.0 0.251
H 2.02153 -0.82032 -1.12846 -0.1 -0.3 -0.3 0.217
H -0.55579 -1.40314 -1.57996 0.1 0.3 0.2 0.202
H -1.16708 -2.03035 0.57894 0.2 0.1 0.0 0.372
H -2.16377 -0.00124 -0.03926 0.3 0.0 -0.1 0.211
H -1.01876 1.97305 1.12899 -0.4 -0.2 0.0 0.182
H 0.07898 1.69570 -0.20850 -0.1 0.2 0.5 0.162
H 0.56418 -0.12327 1.67254 -0.1 0.4 0.1 0.496

[14]
15
Properties=species:S:1:pos:R:3:forces:R:3:nbo_charge:R:1 method="wB97M-V/def2-TZVPD" relative_energy_kcal_mol=158.15 mol_weight_g_mol=87.12 homo_energy_ha="-0.3328 / -0.3328" max_force_ev_per_a=0.32 spin_multiplicity=1
C -1.45048 -0.26613 -0.10263 0.0 0.0 0.1 -0.143
C -0.51523 0.84009 -0.04201 -0.2 -0.1 -0.1 0.069
O -0.25717 1.28595 1.14814 -0.2 0.0 0.0 -0.713
C 0.58043 -0.23097 -0.65078 0.1 0.0 -0.3 -0.089
C 1.93035 -0.06351 -0.05090 0.2 0.2 0.0 -0.224
N 1.13430 -1.24318 0.22922 0.0 -0.2 0.0 -0.581
H -2.44547 0.63087 1.17110 0.0 0.0 0.0 -0.082
H -1.98076 -0.53246 -1.01827 0.1 0.1 0.1 0.208
H -1.32559 -1.04440 0.64379 0.0 0.1 -0.1 0.226
H -0.63553 1.56079 -0.87605 0.0 -0.1 0.1 0.152
H -1.79194 1.04292 1.50451 0.1 0.0 -0.1 0.181
H 0.51701 -0.41670 -1.72089 0.0 0.0 0.2 0.208
H 1.99958 0.63564 0.77751 0.0 -0.1 -0.1 0.237
H 2.79201 -0.14810 -0.71159 -0.2 0.0 0.1 0.193
H 1.44850 -2.05082 -0.30113 0.0 0.1 0.1 0.359

[15]
15
Properties=species:S:1:pos:R:3:forces:R:3:nbo_charge:R:1 method="wB97M-V/def2-TZVPD" smiles="CNCCC=O" relative_energy_kcal_mol=42.13 mol_weight_g_mol=87.12 homo_energy_ha=-0.3292 max_force_ev_per_a=1.77 spin_multiplicity=1
C 0.70617 -1.10352 1.95064 1.0 -1.1 0.4 -0.421
N 0.10179 0.00572 1.26369 0.1 0.4 -0.3 -0.632
C 0.32619 -0.01727 -0.19481 -1.4 0.8 0.8 -0.211
C -0.74175 0.87768 -0.85542 0.1 -0.3 -0.4 -0.517
C -0.93218 0.59346 -2.32351 0.7 0.4 -0.5 0.441
O -0.02296 0.33363 -3.07365 0.0 -0.3 0.2 -0.527
H 0.04688 -1.97067 2.04365 -0.2 0.1 -0.2 0.188
H 1.06513 -0.89874 2.95445 -0.5 0.6 0.3 0.203
H 1.64057 -1.48883 1.51335 -0.1 0.1 -0.5 0.168
H 0.43651 0.88697 1.63189 0.0 -0.1 0.1 0.353
H 0.11821 -1.04078 -0.49660 0.7 -0.1 -0.3 0.200
H 1.29463 0.41302 -0.45105 0.3 -0.8 -0.3 0.189
H -1.70864 0.75371 -0.36700 0.1 0.2 0.2 0.226
H -0.39872 1.92295 -0.82916 -0.4 -0.1 0.2 0.231
H -1.93182 0.73267 -2.76648 -0.3 -0.1 0.2 0.109

[16]
15
Properties=species:S:1:pos:R:3:forces:R:3:nbo_charge:R:1 method="wB97M-V/def2-TZVPD" relative_energy_kcal_mol=104.65 mol_weight_g_mol=87.12 homo_energy_ha=-0.2697 max_force_ev_per_a=0.41 spin_multiplicity=1
C -2.27282 -0.15759 -0.11277 -0.3 0.0 -0.1 -0.243
O -0.93675 -0.01534 0.28359 0.1 0.0 0.1 -0.586
C -0.13059 0.52855 -0.77264 0.0 0.1 -0.3 -0.139
C 1.31252 0.67942 -0.43430 -0.2 0.0 0.0 -0.244
C 1.65201 0.60860 1.00052 0.1 0.1 0.2 -0.261
N 1.76522 -0.64736 0.21920 0.2 -0.3 -0.2 -0.595
H -2.38230 -0.91397 -0.90770 0.0 0.1 0.1 0.160
H -2.67723 0.79378 -0.49433 0.0 -0.1 0.1 0.165
H -2.85835 -0.46521 0.75822 0.1 0.0 -0.1 0.189
H -0.54065 1.50349 -1.07569 0.1 -0.1 0.1 0.182
H -0.20742 -0.14470 -1.64401 -0.1 0.2 0.1 0.167
H 2.64550 -0.98470 -0.14190 0.0 0.0 0.4 0.411
H 0.89514 0.49471 1.78114 0.1 0.1 -0.2 0.197
H 2.59623 1.01390 1.36577 -0.1 -0.1 -0.1 0.195
H 1.08059 -1.35719 0.46873 0.1 0.1 -0.1 0.403